A 7-piece molecular cluster, C40H38F6O2S overall in a non-equilibrium geometry. Source: OMol25; level of theory: ωB97M-V/def2-TZVPD.

Bonds (Å) are listed after each position.
Geometry (Å):
1 O 4.300 5.515 -2.541  S2 1.403
2 S 3.625 4.827 -1.522  O1 1.403, O3 1.445, C4 1.720, C7 1.775
3 O 4.007 4.961 -0.135  S2 1.445
4 C 1.922 5.000 -1.690  S2 1.720, C5 1.631, H8 1.131, H9 1.233
5 C 1.406 3.481 -1.982  C4 1.631, C6 1.453, H10 1.264, H11 0.960
6 C 2.473 2.712 -2.599  C5 1.453, C7 1.452, H12 1.095, H13 1.077
7 C 3.739 3.128 -2.023  S2 1.775, C6 1.452, H14 1.163, H15 1.074
8 H 1.615 5.720 -2.506  C4 1.131
9 H 1.431 5.606 -0.735  C4 1.233
10 H 1.212 2.947 -0.853  C5 1.264
11 H 0.592 3.399 -2.484  C5 0.960
12 H 2.402 3.161 -3.595  C6 1.095
13 H 2.363 1.651 -2.745  C6 1.077
14 H 4.640 2.982 -2.743  C7 1.163
15 H 4.164 2.426 -1.330  C7 1.074
16 F -3.660 0.619 6.197  C17 1.290
17 C -2.481 0.847 5.727  F16 1.290, C18 1.420, C22 1.407
18 C -1.359 0.291 6.397  C17 1.420, C19 1.420, H23 0.948
19 C -0.064 0.371 5.821  C18 1.420, C20 1.426, H24 0.990
20 C 0.013 1.006 4.546  C19 1.426, C21 1.323, H25 1.123
21 C -0.970 1.626 3.914  C20 1.323, C22 1.394, H26 1.011
22 C -2.229 1.478 4.495  C17 1.407, C21 1.394, H27 1.061
23 H -1.646 -0.123 7.200  C18 0.948
24 H 0.717 0.180 6.399  C19 0.990
25 H 1.031 1.240 4.133  C20 1.123
26 H -0.895 2.055 3.002  C21 1.011
27 H -3.042 1.717 3.856  C22 1.061
28 F -0.818 1.933 0.355  C29 1.411
29 C -0.018 0.799 0.611  F28 1.411, C30 1.510, C34 1.388
30 C -0.531 -0.521 0.086  C29 1.510, C31 1.423, H35 1.129
31 C 0.423 -1.576 0.112  C30 1.423, C32 1.403, H36 0.987
32 C 1.709 -1.555 0.673  C31 1.403, C33 1.481, H37 1.052
33 C 2.103 -0.188 1.084  C32 1.481, C34 1.309, H38 1.083
34 C 1.272 0.822 1.124  C29 1.388, C33 1.309, H39 1.155
35 H -1.568 -0.512 -0.361  C30 1.129
36 H 0.193 -2.425 -0.335  C31 0.987
37 H 2.239 -2.463 0.634  C32 1.052
38 H 3.009 -0.038 1.659  C33 1.083
39 H 1.709 1.883 1.258  C34 1.155
40 F -2.087 1.138 -2.355  C41 1.364
41 C -3.334 0.806 -2.796  F40 1.364, C42 1.434, C46 1.446
42 C -4.303 1.804 -3.143  C41 1.434, C43 1.448, H47 0.906
43 C -5.664 1.454 -3.491  C42 1.448, C44 1.413, H48 1.159
44 C -5.978 0.090 -3.683  C43 1.413, C45 1.391, H49 1.030
45 C -4.990 -0.851 -3.411  C44 1.391, C46 1.406, H50 1.208
46 C -3.671 -0.585 -3.002  C41 1.446, C45 1.406, H51 1.178
47 H -4.036 2.637 -3.378  C42 0.906
48 H -6.242 2.380 -3.880  C43 1.159
49 H -6.980 -0.102 -3.821  C44 1.030
50 H -5.117 -2.016 -3.706  C45 1.208
51 H -2.906 -1.396 -2.623  C46 1.178
52 F -4.886 -6.663 -1.579  C53 1.431
53 C -3.656 -6.097 -1.116  F52 1.431, C54 1.370, C58 1.400
54 C -3.688 -4.870 -0.508  C53 1.370, C55 1.408, H59 1.035
55 C -2.477 -4.306 -0.064  C54 1.408, C56 1.461, H60 1.021
56 C -1.201 -4.840 -0.534  C55 1.461, C57 1.443, H61 1.204
57 C -1.172 -6.162 -1.111  C56 1.443, C58 1.459, H62 1.034
58 C -2.465 -6.790 -1.361  C53 1.400, C57 1.459, H63 0.995
59 H -4.551 -4.423 -0.152  C54 1.035
60 H -2.488 -3.441 0.479  C55 1.021
61 H -0.229 -4.269 -0.110  C56 1.204
62 H -0.306 -6.672 -1.356  C57 1.034
63 H -2.307 -7.759 -1.525  C58 0.995
64 F 0.558 -3.756 -7.090  C65 1.375
65 C 0.183 -2.935 -6.053  F64 1.375, C66 1.379, C70 1.364
66 C 0.132 -3.515 -4.803  C65 1.379, C67 1.337, H71 1.036
67 C -0.023 -2.762 -3.709  C66 1.337, C68 1.381, H72 1.069
68 C -0.287 -1.407 -3.684  C67 1.381, C69 1.474, H73 1.082
69 C -0.329 -0.725 -4.990  C68 1.474, C70 1.430, H74 1.099
70 C 0.029 -1.580 -6.079  C65 1.364, C69 1.430, H75 1.126
71 H 0.247 -4.531 -4.638  C66 1.036
72 H -0.092 -3.259 -2.765  C67 1.069
73 H -0.533 -0.887 -2.768  C68 1.082
74 H -0.394 0.365 -5.110  C69 1.099
75 H 0.071 -1.087 -7.091  C70 1.126
76 F 4.288 2.092 2.935  C77 1.360
77 C 4.126 1.850 4.263  F76 1.360, C78 1.367, C82 1.442
78 C 4.554 0.713 4.889  C77 1.367, C79 1.412, H83 1.158
79 C 4.396 0.603 6.288  C78 1.412, C80 1.409, H84 1.051
80 C 3.937 1.706 7.035  C79 1.409, C81 1.390, H85 1.019
81 C 3.862 2.949 6.418  C80 1.390, C82 1.370, H86 1.337
82 C 3.854 3.027 5.050  C77 1.442, C81 1.370, H87 1.148
83 H 4.816 -0.286 4.366  C78 1.158
84 H 4.677 -0.272 6.797  C79 1.051
85 H 4.030 1.488 8.026  C80 1.019
86 H 3.770 4.055 7.163  C81 1.337
87 H 3.791 4.096 4.635  C82 1.148

Calculated values
- spin multiplicity = 1
- LUMO (eV) = 0.44
- structure (SMILES) = O=S1(=O)CCCC1.Fc1ccccc1.Fc1ccccc1.Fc1ccccc1.Fc1ccccc1.Fc1ccccc1.Fc1ccccc1
- energy above the lowest of the compared OMol25 structures with the same formula, charge and spin (kJ/mol) = 212.7

These are the Mulliken partial charges, in e, on atoms 1 to 5: atom 1 (O): -0.663, atom 2 (S): 1.168, atom 3 (O): -0.644, atom 4 (C): -0.659, atom 5 (C): -0.845